(1)
ORCA calculation (ωB97M-V/def2-TZVPD) on 2 unconnected molecules or ions with the total composition CHCl2O2P in a non-equilibrium geometry.

For the calculated total energy, the calculation gives -1450.69449 hartree. Its largest force on an atom is 0.088 hartree/bohr.

Each line ends with the Löwdin charge.
Cartesian coordinates (Å):
C  -0.24  0.77  -0.17  -1.38
O  0.15  -1.49  1.12  -0.32
O  0.37  -1.96  -0.25  -0.29
P  -0.87  -0.98  0.05  0.74
Cl  -0.41  1.46  1.45  0.53
Cl  -0.58  1.76  -1.54  0.52
H  1.57  0.43  -0.66  0.21


(2)
ORCA calculation (ωB97M-V/def2-TZVPD) on a single CHCl2OP molecule in a non-equilibrium geometry.

For the calculated total energy, the calculation gives -1375.60478 hartree. Its largest force on an atom is 0.047 hartree/bohr.

Each line ends with the Löwdin charge.
Cartesian coordinates (Å):
C  0.17  0.64  -0.87  -0.77
O  -1.36  -1.29  0.14  -0.46
P  -0.14  -0.54  0.48  0.54
Cl  -0.13  -0.66  2.79  0.06
Cl  1.38  1.80  -0.72  0.58
H  0.08  0.04  -1.81  0.04


(3)
ORCA calculation (ωB97M-V/def2-TZVPD) on a single CHCl3 molecule in a non-equilibrium geometry.

For the calculated total energy, the calculation gives -1419.26319 hartree. Its largest force on an atom is 0.030 hartree/bohr.

Each line ends with the Löwdin charge.
Cartesian coordinates (Å):
C  0.03  -0.09  0.09  -1.61
Cl  -0.11  -0.68  -1.57  0.51
Cl  -0.96  1.33  0.13  0.52
Cl  1.61  0.28  0.72  0.56
H  -0.57  -0.84  0.62  0.01


(4)
ORCA calculation (ωB97M-V/def2-TZVPD) on a single CHCl3 molecule in a non-equilibrium geometry.

For the calculated total energy, the calculation gives -1419.26105 hartree. Its largest force on an atom is 0.037 hartree/bohr.

Each line ends with the Löwdin charge.
Cartesian coordinates (Å):
C  13.32  -5.55  -14.27  -1.53
Cl  12.54  -7.12  -14.25  0.55
Cl  13.34  -4.61  -12.72  0.47
Cl  12.76  -4.47  -15.56  0.51
H  14.39  -5.49  -14.50  0.00


(5)
ORCA calculation (ωB97M-V/def2-TZVPD) on a molecular structure, CHCl3F5V in a non-equilibrium geometry.

For the calculated total energy, the calculation gives -2862.55561 hartree. Its largest force on an atom is 0.042 hartree/bohr. As for the net charge: -2. The spin multiplicity is 5. The expectation value of S² is 6.010.

Each line ends with the Löwdin charge.
Cartesian coordinates (Å):
V  31.10  -16.56  15.88  0.76
F  29.55  -17.65  14.75  -0.64
F  29.21  -15.16  16.11  -0.67
F  31.69  -15.22  17.58  -0.61
F  32.73  -17.97  15.55  -0.72
F  30.01  -17.53  17.64  -0.17
C  30.38  -13.78  13.23  -1.49
Cl  29.02  -14.19  12.23  0.54
Cl  31.34  -12.48  12.57  0.47
Cl  31.61  -15.16  13.38  0.52
H  30.02  -13.50  14.22  0.01


(6)
ORCA calculation (ωB97M-V/def2-TZVPD) on 2 unconnected molecules or ions with the total composition CHCl3N2 in a non-equilibrium geometry.

For the calculated total energy, the calculation gives -1528.67865 hartree. Its largest force on an atom is 0.035 hartree/bohr.

Each line ends with the Löwdin charge.
Cartesian coordinates (Å):
C  -2.00  -0.66  0.21  -0.83
N  -1.31  -1.55  0.46  0.09
N  1.53  0.37  -0.54  -0.84
Cl  -3.04  0.52  -0.24  0.74
Cl  3.03  0.13  0.28  0.47
Cl  0.64  1.75  0.23  0.42
H  1.15  -0.56  -0.40  -0.04


(7)
ORCA calculation (ωB97M-V/def2-TZVPD) on 2 unconnected molecules or ions with the total composition CHCl3N2 in a non-equilibrium geometry.

For the calculated total energy, the calculation gives -1528.56779 hartree. Its largest force on an atom is 0.094 hartree/bohr.

Each line ends with the Löwdin charge.
Cartesian coordinates (Å):
C  0.53  0.45  1.01  -0.79
N  2.45  0.08  -1.21  -0.38
N  -0.40  -0.26  0.87  -0.34
Cl  0.94  2.00  0.60  0.70
Cl  4.03  -0.13  -0.64  0.51
Cl  -0.26  -2.03  1.49  0.39
H  2.48  -0.03  -2.14  -0.09


(8)
ORCA calculation (ωB97M-V/def2-TZVPD) on 3 unconnected molecules or ions with the total composition CHCl3N2O in a non-equilibrium geometry.

For the calculated total energy, the calculation gives -1603.83980 hartree. Its largest force on an atom is 0.071 hartree/bohr.

Each line ends with the Löwdin charge.
Cartesian coordinates (Å):
C  -0.45  0.68  0.23  -0.54
N  -1.31  -0.05  -0.02  0.21
N  2.64  -0.85  -0.57  -1.00
O  0.50  1.30  0.42  0.03
Cl  -4.45  -0.10  0.25  0.12
Cl  1.92  -0.86  0.92  0.60
Cl  3.27  0.51  -1.11  0.58
H  -2.13  -0.64  -0.10  0.00


(9)
ORCA calculation (ωB97M-V/def2-TZVPD) on a molecular structure, CHCl3NO in a non-equilibrium geometry.

For the calculated total energy, the calculation gives -1549.18266 hartree. Its largest force on an atom is 0.077 hartree/bohr. As for the net charge: -1.

Each line ends with the Löwdin charge.
Cartesian coordinates (Å):
C  -1.08  -0.03  -0.23  -1.74
N  2.28  -0.38  0.40  0.02
O  2.28  0.85  0.42  -0.10
Cl  -2.25  -1.10  -0.97  0.28
Cl  -1.27  -0.15  1.54  0.27
Cl  -1.62  1.54  -0.86  0.27
H  1.66  -0.73  -0.30  0.00


(10)
ORCA calculation (ωB97M-V/def2-TZVPD) on 2 unconnected molecules or ions with the total composition CHCl3OSi.

For the calculated total energy, the calculation gives -1784.07459 hartree. Its largest force on an atom is 0.013 hartree/bohr.

Each line ends with the Löwdin charge.
Cartesian coordinates (Å):
C  0.63  -1.43  -0.66  -0.72
O  0.87  -0.31  -0.38  -0.07
Si  -0.07  2.44  0.96  -0.10
Cl  -1.37  2.94  -0.55  0.07
Cl  0.62  -2.73  0.48  0.64
Cl  -1.08  0.88  1.82  0.09
H  0.39  -1.79  -1.67  0.09


(11)
ORCA calculation (ωB97M-V/def2-TZVPD) on 2 unconnected molecules or ions with the total composition CHClF2O in a non-equilibrium geometry.

For the calculated total energy, the calculation gives -773.69780 hartree. Its largest force on an atom is 0.061 hartree/bohr.

Each line ends with the Löwdin charge.
Cartesian coordinates (Å):
C  -0.70  -0.21  0.02  -0.16
O  0.97  1.22  0.01  -0.76
F  -0.54  -1.22  -0.88  0.07
F  -0.58  -0.59  1.23  0.17
Cl  2.41  0.47  -0.02  0.53
H  -1.56  0.34  -0.35  0.15


(12)
ORCA calculation (ωB97M-V/def2-TZVPD) on a molecular structure, CHClFNO2 in a non-equilibrium geometry.

For the calculated total energy, the calculation gives -803.82035 hartree. Its largest force on an atom is 0.103 hartree/bohr.

Each line ends with the Löwdin charge.
Cartesian coordinates (Å):
C  0.46  0.25  -0.52  -0.23
N  0.60  1.57  -0.04  -0.48
O  1.37  2.30  -0.56  0.13
O  0.07  1.77  1.04  0.10
F  0.71  -0.01  -1.78  0.13
Cl  2.33  -0.44  0.62  0.26
H  -0.09  -0.41  0.07  0.10


(13)
ORCA calculation (ωB97M-V/def2-TZVPD) on 2 unconnected molecules or ions with the total composition CHClN2O in a non-equilibrium geometry.

For the calculated total energy, the calculation gives -683.60210 hartree. Its largest force on an atom is 0.029 hartree/bohr.

Each line ends with the Löwdin charge.
Cartesian coordinates (Å):
C  0.56  0.60  -0.88  -0.61
N  -1.01  -1.90  0.85  0.02
N  0.03  -2.18  1.06  0.02
O  -0.26  1.56  -0.49  -0.11
Cl  1.80  0.60  0.26  0.61
H  -1.12  1.32  -0.81  0.08


(14)
ORCA calculation (ωB97M-V/def2-TZVPD) on 2 unconnected molecules or ions with the total composition CHClNO2S in a non-equilibrium geometry.

For the calculated total energy, the calculation gives -1101.95596 hartree. Its largest force on an atom is 0.052 hartree/bohr. As for the net charge: +1.

Each line ends with the Löwdin charge.
Cartesian coordinates (Å):
C  2.63  0.10  0.03  -0.80
N  1.50  0.31  0.08  0.10
O  -3.31  -1.18  0.09  -0.25
O  -1.50  0.51  -0.07  -0.23
S  -2.99  0.16  -0.10  1.22
Cl  4.19  -0.20  -0.04  0.88
H  -0.52  0.30  0.02  0.08


(15)
ORCA calculation (ωB97M-V/def2-TZVPD) on 2 unconnected molecules or ions with the total composition CHClNO6S in a non-equilibrium geometry.

For the calculated total energy, the calculation gives -1403.20803 hartree. Its largest force on an atom is 0.059 hartree/bohr. As for the net charge: -1.

Each line ends with the Löwdin charge.
Cartesian coordinates (Å):
C  1.48  -0.16  0.73  -0.49
N  -1.68  -0.10  -0.29  -0.30
O  -2.60  -0.36  0.48  -0.01
O  4.68  1.45  0.38  -0.32
O  -1.83  0.53  -1.28  0.04
O  3.45  0.34  -1.49  -0.35
O  4.36  -0.89  0.44  -0.37
O  2.44  0.64  0.82  -0.24
S  3.89  0.35  -0.11  0.36
Cl  1.79  -1.63  -0.25  0.56
H  -0.63  -0.20  0.05  0.12


(16)
ORCA calculation (ωB97M-V/def2-TZVPD) on 2 unconnected molecules or ions with the total composition CHClNP in a non-equilibrium geometry.

For the calculated total energy, the calculation gives -894.86298 hartree. Its largest force on an atom is 0.055 hartree/bohr.

Each line ends with the Löwdin charge.
Cartesian coordinates (Å):
C  -1.03  -0.52  -0.11  -0.73
N  -1.17  -1.51  -0.69  0.08
P  -0.97  0.96  0.80  0.81
Cl  2.60  0.30  -0.39  0.04
H  0.58  0.78  0.38  -0.20


(17)
ORCA calculation (ωB97M-V/def2-TZVPD) on a single CHClOS2 molecule in a non-equilibrium geometry.

For the calculated total energy, the calculation gives -1370.34957 hartree. Its largest force on an atom is 0.057 hartree/bohr.

Each line ends with the Löwdin charge.
Cartesian coordinates (Å):
C  -1.31  0.30  0.00  -0.99
O  1.89  -0.86  -0.59  -1.01
S  -1.41  1.87  0.05  0.70
S  0.10  -1.01  -0.38  0.78
Cl  2.65  0.21  0.52  0.53
H  -1.92  -0.51  0.41  -0.01


(18)
ORCA calculation (ωB97M-V/def2-TZVPD) on a molecular structure, CHClS2 in a non-equilibrium geometry.

For the calculated total energy, the calculation gives -1295.21952 hartree. Its largest force on an atom is 0.055 hartree/bohr.

Each line ends with the Löwdin charge.
Cartesian coordinates (Å):
C  -0.30  0.85  -0.12  -1.15
S  -1.12  1.27  -1.46  0.63
S  -0.11  2.20  0.85  0.55
Cl  1.11  1.39  2.67  -0.03
H  -0.14  -0.15  0.11  0.00


(19)
ORCA calculation (ωB97M-V/def2-TZVPD) on 2 unconnected molecules or ions with the total composition CHClS2 in a non-equilibrium geometry.

For the calculated total energy, the calculation gives -1295.26601 hartree. Its largest force on an atom is 0.032 hartree/bohr.

Each line ends with the Löwdin charge.
Cartesian coordinates (Å):
C  -4.63  0.19  -1.75  -1.40
S  -4.18  1.50  -2.46  0.71
S  -4.87  -1.17  -0.97  0.68
Cl  -0.04  0.70  -0.20  0.25
H  0.85  1.29  0.53  -0.24


(20)
ORCA calculation (ωB97M-V/def2-TZVPD) on a molecular structure, CHCoF3NO3S in a non-equilibrium geometry.

For the calculated total energy, the calculation gives -2399.47479 hartree. Its largest force on an atom is 0.040 hartree/bohr. The spin multiplicity is 5. The expectation value of S² is 6.052.

Each line ends with the Löwdin charge.
Cartesian coordinates (Å):
Co  2.46  -0.68  -0.36  0.78
O  1.75  0.40  1.17  -0.49
N  0.61  1.08  1.02  -0.20
S  -0.07  0.74  -0.48  0.73
O  0.87  -0.08  -1.29  -0.46
O  -0.66  1.93  -1.07  -0.27
C  -1.51  -0.42  -0.19  -0.71
F  -1.06  -1.62  0.13  0.15
F  -2.25  0.05  0.80  0.16
F  -2.24  -0.50  -1.29  0.16
H  2.10  -0.90  1.58  0.16